17
Properties=species:S:1:pos:R:3:forces:R:3 method="wB97M-V/def2-TZVPD" homo_ev=-3.7 charge=-1 smiles="C[C@@H](O)C(CO)=[N+]([O-])[O-]" de_lowest_kj_mol=613.9 gap_ev=7.6
C 0.42280 0.24209 -0.19425 1.59 -6.02 0.43
C -1.86542 -0.28737 0.57172 1.53 0.28 1.79
C 1.14759 -1.40756 0.05796 -0.95 4.93 0.14
C -0.97993 0.24035 -0.57628 -1.95 -0.91 0.75
N 1.17453 1.22462 0.06917 0.07 0.08 -0.64
O 0.67953 2.37500 -0.05827 -0.07 2.62 0.02
O 2.42487 1.11282 0.37056 0.98 0.41 0.48
O 2.49118 -1.28116 -0.06977 1.66 -0.03 -0.35
O -1.58784 1.43776 -0.92264 0.66 1.71 -1.20
H -1.34382 -1.13782 1.11048 -0.56 1.12 -0.20
H -2.10234 0.62599 1.22790 0.38 -1.65 -0.63
H -2.74670 -0.71217 0.17584 -1.32 -0.19 -0.45
H 0.68154 -2.10469 -0.58853 -0.34 -0.57 -1.34
H 0.81052 -1.68184 1.03843 -0.07 -0.11 1.09
H -1.15665 -0.49901 -1.37261 0.50 0.08 -0.33
H 2.79108 -0.24909 0.08412 -1.53 -1.31 0.06
H -0.84095 2.10209 -0.92384 -0.58 -0.45 0.38